[1]
{"formula": "C3H2AuFO2", "method": "the ωB97M-V functional and the def2-TZVPD basis", "gap_ev": [5.51, 7.94], "de_lowest_kj_mol": 232.0, "e_homo_ev": [-12.356, -16.204], "spin_multiplicity": 4, "charge": 1, "lumo_ha": [-0.251, -0.304], "species": ["O", "C", "O", "C", "C", "H", "H", "F", "Au"], "positions_angstrom": [[0.81618, 0.13853, 1.68652], [0.25750, 0.54143, 0.58750], [-0.91012, 1.05215, 0.48902], [1.53696, -1.29137, 0.35183], [0.74112, -0.42747, -0.39083], [1.24783, -2.33694, 0.48761], [2.57500, -1.00371, 0.53368], [-0.15924, -0.80486, -1.34678], [-2.02259, 0.82442, -0.81081]]}



[2]
{"formula": "C30H43F5P2Ti", "method": "the ωB97M-V functional and the def2-TZVPD basis", "gap_ev": [5.46, 5.48], "e_homo_ev": [-9.443, -9.430], "spin_multiplicity": 2, "charge": 1, "lumo_ha": [-0.146, -0.145], "species": ["Ti", "C", "C", "C", "C", "C", "C", "H", "H", "H", "C", "H", "H", "H", "C", "H", "H", "H", "C", "H", "H", "H", "C", "H", "H", "H", "C", "C", "C", "C", "C", "C", "C", "C", "H", "H", "H", "H", "H", "H", "H", "H", "H", "H", "H", "H", "P", "P", "C", "C", "H", "H", "H", "H", "C", "H", "H", "H", "C", "H", "H", "H", "C", "H", "H", "H", "C", "H", "H", "H", "F", "C", "C", "C", "F", "C", "F", "C", "F", "C", "F"], "positions_angstrom": [[-0.11642, -2.07736, -0.36802], [-1.02214, 0.36286, -1.12190], [-1.55500, 0.40434, 0.24192], [0.34451, 1.71162, 0.17965], [0.17253, 1.17754, -1.11244], [-0.66923, 1.19366, 1.02236], [-1.84652, 0.14923, -2.34401], [-2.81412, -0.30606, -2.11216], [-1.34066, -0.47883, -3.08939], [-2.05010, 1.12430, -2.81813], [0.93033, 1.62297, -2.30077], [0.54373, 1.16566, -3.21486], [1.99779, 1.38415, -2.22936], [0.85613, 2.71447, -2.40533], [1.25050, 2.82263, 0.57644], [0.64104, 3.71365, 0.81432], [1.93488, 3.09095, -0.24017], [1.83755, 2.57745, 1.47736], [-0.86575, 1.60144, 2.43015], [-1.23020, 2.63808, 2.49857], [0.07426, 1.55583, 2.99313], [-1.59069, 0.95922, 2.93566], [-2.96075, 0.17525, 0.66265], [-3.45602, 1.13055, 0.90947], [-3.00088, -0.45072, 1.56505], [-3.56337, -0.29674, -0.11508], [-0.57825, -5.60007, -0.90322], [-1.88107, -5.21647, -1.41781], [-3.10001, -5.81761, -0.63669], [-3.15032, -5.69091, 0.89611], [-2.22276, -4.65108, 1.47217], [-1.03195, -5.03232, 1.99161], [-0.13346, -6.14495, 1.53071], [-0.45708, -6.67636, 0.10789], [-2.99926, -6.88747, -0.87142], [-2.99693, -6.69371, 1.34817], [-4.05960, -5.49236, -1.06107], [-1.29331, -7.39462, 0.16108], [0.28295, -5.51481, -1.58144], [-2.07017, -5.61382, -2.40809], [0.40650, -7.28473, -0.19795], [0.91561, -5.79811, 1.53104], [-0.68864, -4.54311, 2.89831], [-0.17898, -6.96279, 2.27272], [-4.18728, -5.46416, 1.20301], [-2.70950, -3.70268, 1.74844], [-1.68084, -3.42150, -1.81181], [0.59257, -1.71594, 2.28766], [0.74104, -3.58801, 0.49015], [1.40890, -3.31811, 1.77877], [1.27787, -4.12634, -0.28233], [-0.37795, -3.79632, 0.50382], [1.27963, -4.05672, 2.58706], [2.49423, -3.15019, 1.64744], [1.99078, -1.15814, 3.27770], [1.68319, -0.27159, 3.83680], [2.81272, -0.91228, 2.60141], [2.28139, -1.98246, 3.94067], [-0.65945, -2.15453, 3.55364], [-0.39375, -3.08100, 4.07266], [-1.65163, -2.24599, 3.09620], [-0.67392, -1.32668, 4.27180], [-1.05279, -3.51583, -3.54767], [-1.75014, -2.98112, -4.20633], [-0.92990, -4.56667, -3.88464], [-0.05647, -3.03775, -3.58451], [-3.25310, -2.78526, -1.14944], [-3.00391, -2.06386, -0.35368], [-3.87441, -3.56094, -0.67288], [-3.79534, -2.29649, -1.95971], [2.67047, 0.13742, 0.62138], [2.96763, -0.57907, -0.50686], [2.06166, -1.52483, -0.99394], [2.65402, -2.38530, -1.92199], [1.93756, -3.45787, -2.39095], [3.95959, -2.28163, -2.39025], [4.44140, -3.18785, -3.26530], [4.76953, -1.22975, -1.96321], [6.01424, -1.06544, -2.44333], [4.25669, -0.35094, -1.01539], [4.98576, 0.70759, -0.59193]]}



[3]
{"formula": "C22H20F5N2O7P2ReS2", "method": "the ωB97M-V functional and the def2-TZVPD basis", "gap_ev": [6.75, 7.43], "de_lowest_kj_mol": 120.5, "e_homo_ev": [-5.073, -5.821], "spin_multiplicity": 4, "charge": -1, "lumo_ha": [0.061, 0.059], "species": ["Re", "C", "N", "C", "C", "N", "C", "C", "C", "C", "C", "C", "C", "S", "C", "C", "C", "C", "C", "C", "S", "H", "H", "H", "H", "H", "H", "H", "H", "H", "H", "H", "H", "H", "H", "H", "H", "H", "H", "O", "P", "O", "O", "O", "P", "O", "O", "O", "H", "H", "F", "C", "C", "C", "F", "C", "F", "C", "F", "C", "F"], "positions_angstrom": [[1.29065, -0.42896, -1.38191], [-2.25849, -0.42767, 1.45804], [-0.85240, -0.15214, 1.70646], [-0.71417, 1.09776, 2.44423], [0.63667, 1.77796, 2.28157], [0.88396, 2.19791, 0.91393], [2.23730, 2.68880, 0.71791], [-0.11671, 2.96157, 0.26675], [-0.89276, 3.89777, 0.94903], [-1.90423, 4.60211, 0.31447], [-2.14923, 4.38915, -1.03250], [-1.37347, 3.48067, -1.73300], [-0.36214, 2.76403, -1.10301], [0.66683, 1.73374, -2.10238], [-0.16485, -1.25121, 2.31254], [-0.78153, -1.95340, 3.34991], [-0.17624, -3.02722, 3.97599], [1.08879, -3.42112, 3.56484], [1.71124, -2.74100, 2.53571], [1.10551, -1.65216, 1.89439], [2.17316, -0.88278, 0.70622], [-2.87852, -0.39859, 2.36837], [-2.37058, -1.40735, 0.99667], [-2.64669, 0.32653, 0.77174], [-0.93462, 0.96180, 3.51801], [-1.48622, 1.76046, 2.05708], [1.44093, 1.08434, 2.53798], [0.70380, 2.60940, 3.00796], [2.44517, 3.56697, 1.34915], [2.38829, 2.96087, -0.32399], [2.94434, 1.89540, 0.96029], [-0.70052, 4.06907, 2.00029], [-2.49593, 5.31377, 0.87543], [-2.94005, 4.92517, -1.53966], [-1.55739, 3.30172, -2.78337], [-1.76709, -1.64058, 3.67123], [-0.68951, -3.55257, 4.77093], [1.58391, -4.26548, 4.02752], [2.68411, -3.06001, 2.18991], [0.46992, -1.97698, -4.14183], [2.02414, -2.04559, -3.73937], [2.78325, -2.95368, -4.59118], [2.01740, -2.19416, -2.19564], [2.39644, -0.45478, -3.87498], [3.73390, 0.21612, -3.14123], [3.65643, 1.70263, -3.70686], [4.97553, -0.45904, -3.49031], [3.24060, 0.27137, -1.68186], [0.36351, -2.21168, -5.07210], [2.86255, 2.14811, -3.36595], [0.45356, -3.33558, -0.27153], [-0.64071, -2.74320, -0.76350], [-0.60317, -1.42006, -1.20765], [-1.82844, -0.95139, -1.67050], [-1.97780, 0.30911, -2.10988], [-2.98765, -1.71304, -1.70780], [-4.13843, -1.19285, -2.16144], [-2.96633, -3.01529, -1.25222], [-4.07848, -3.75828, -1.26665], [-1.77997, -3.53362, -0.76793], [-1.74758, -4.79286, -0.31430]]}



[4]
{"formula": "C5H13P", "method": "the ωB97M-V functional and the def2-TZVPD basis", "gap_ev": 8.57, "de_lowest_kj_mol": 238.2, "e_homo_ev": -7.482, "spin_multiplicity": 1, "lumo_ha": 0.040, "species": ["C", "C", "C", "C", "C", "P", "H", "H", "H", "H", "H", "H", "H", "H", "H", "H", "H", "H", "H"], "positions_angstrom": [[0.69983, 2.28556, -0.23276], [-2.11121, -0.95522, 0.03923], [2.17801, -0.86066, 0.27720], [-1.87253, 0.52655, -0.14439], [0.91816, -0.50306, -0.57562], [-0.01913, 0.86293, 0.17102], [1.65814, 2.06351, -0.74760], [0.39175, 3.21981, 0.26735], [-1.55391, -1.65202, -0.68143], [-1.50889, -1.28697, 0.87930], [-3.10788, -1.19744, 0.01848], [2.56676, -0.01071, 0.76601], [1.95043, -1.43168, 1.10384], [2.91283, -1.38716, -0.27193], [-2.39650, 1.10206, 0.76404], [-2.36146, 0.91176, -1.03815], [0.37307, -1.47373, -0.58594], [1.34030, -0.34885, -1.58271], [-0.05777, 0.13532, 1.57407]]}



[5]
{"formula": "C5H25NO7", "method": "the ωB97M-V functional and the def2-TZVPD basis", "gap_ev": [10.54, 5.11], "de_lowest_kj_mol": 213.8, "e_homo_ev": [-13.200, -13.200], "spin_multiplicity": 2, "charge": 1, "lumo_ha": [-0.098, -0.297], "species": ["C", "C", "N", "C", "C", "C", "O", "H", "H", "H", "H", "H", "H", "H", "H", "H", "H", "H", "H", "H", "H", "H", "O", "H", "H", "O", "H", "H", "O", "H", "H", "O", "H", "H", "O", "H", "H", "O"], "positions_angstrom": [[1.42808, 0.86653, -1.70718], [0.68644, -0.35654, -2.27371], [-0.70803, -0.31327, -1.94724], [-1.43737, 0.07926, -3.21794], [-1.22719, -1.58269, -1.35787], [-2.47662, -1.20956, -0.50798], [-2.35703, -1.98588, 0.63677], [0.69611, 1.52746, -1.22923], [1.79616, 1.60509, -2.41134], [2.10400, 0.48827, -0.91566], [1.12661, -1.39865, -2.04502], [0.89426, -0.33352, -3.37514], [-1.27784, -0.63247, -4.04030], [-2.52942, 0.04048, -3.08025], [-1.27332, 1.07366, -3.56011], [-1.39150, -2.36812, -2.13521], [-0.35683, -1.90454, -0.82944], [-3.39390, -1.42432, -1.09538], [-2.43233, -0.16646, -0.17643], [-3.06161, -2.24723, 1.22185], [-0.39029, 0.99031, 2.21330], [-1.25838, 1.84488, 3.31432], [-1.07619, 1.63872, 2.39746], [1.56033, 1.81303, 2.64022], [1.19748, 3.33083, 2.46206], [1.88351, 2.67185, 2.36536], [1.52727, 0.31042, 0.83061], [0.16879, 0.07128, 0.20302], [0.60713, 0.14813, 1.04832], [3.56068, 2.86055, -0.21884], [2.32608, 2.39271, 0.76007], [2.81263, 2.27112, -0.07404], [-1.30913, -1.15848, 2.32762], [-1.23102, -1.99590, 3.54973], [-0.89325, -1.16299, 3.20573], [1.93610, -2.70933, 2.61576], [1.61885, -1.29148, 1.85394], [2.15073, -1.78316, 2.55217]]}



[6]
{"formula": "C9H10N3O2", "method": "the ωB97M-V functional and the def2-TZVPD basis", "gap_ev": 7.91, "de_lowest_kj_mol": 353.2, "e_homo_ev": -13.266, "spin_multiplicity": 1, "charge": 1, "lumo_ha": -0.197, "species": ["C", "C", "C", "C", "C", "C", "C", "C", "C", "N", "N", "N", "O", "O", "H", "H", "H", "H", "H", "H", "H", "H", "H", "H"], "positions_angstrom": [[-0.87241, 2.12986, 0.10277], [1.20842, -0.65779, 0.03760], [0.13983, 1.26396, 0.10362], [-2.23559, 1.70329, -0.22102], [1.57090, 1.58761, 0.01681], [-2.44880, 0.16596, -0.10062], [-3.32867, 2.48935, -0.25143], [3.55429, -0.12301, -0.22271], [-1.36706, -2.04675, 0.14706], [2.15430, 0.33765, -0.23242], [-1.33347, -0.63464, 0.22351], [-0.02109, -0.16351, 0.05713], [2.03395, 2.70058, 0.07368], [-3.54434, -0.28913, -0.07709], [-0.54872, 3.10906, 0.11376], [1.62216, -1.97391, -0.03294], [-4.33399, 2.23442, -0.46961], [-3.03985, 3.57870, -0.18750], [3.85900, -0.36590, -1.24431], [4.12894, 0.72646, 0.08368], [3.73892, -0.98374, 0.40781], [-1.07553, -2.31955, 1.13734], [-2.37126, -2.42012, -0.03789], [-0.66061, -2.45016, -0.71388]]}



For reference, largest force on an atom by record: 12.669, 4.689, 0.426, 4.043, 5.816, 5.038 eV/A.
For reference, molecular weight by record: 286.01, 608.48, 831.69, 104.13, 211.25, 192.20 g/mol.
For reference, total energy by record: -500.91378, -3199.88403, -3543.59137, -539.54010, -786.52450, -663.32989 Ha.